44
Properties=species:S:1:pos:R:3:forces:R:3 method="wB97M-V/def2-TZVPD" total_charge=+1 lumo_energy_ev=-3.2 orbital_gap_ev=10.85
N 10.22540 27.95769 7.06401 0.4326 0.5021 3.7621
H 10.69062 27.32871 7.73760 0.3559 0.8872 -0.1753
H 10.35790 27.70980 6.16607 0.7146 -1.3545 -4.2337
H 10.33776 28.94509 7.16541 1.4612 0.9448 0.4698
H 9.28413 27.90983 7.29248 -2.7672 -0.8448 0.2380
O 8.32355 30.09402 6.20296 -0.7998 -1.2277 -1.1044
H 9.02541 30.60001 6.59815 0.8216 1.0265 0.6928
H 7.61080 30.07456 6.83580 -0.3285 0.1120 0.3085
O 12.09352 27.72726 4.27447 -0.9464 0.8269 -0.7727
H 11.89662 27.64324 3.31865 0.0513 0.1749 0.7458
H 12.56798 26.94819 4.49749 0.8598 -0.9908 0.2234
O 9.38314 28.43671 3.23322 -0.6106 -0.2988 -1.6824
H 9.21855 27.71045 3.82334 0.2974 -0.2982 0.7905
H 9.83420 29.14033 3.66561 0.4866 0.6163 0.7759
O 10.36803 27.33560 10.23735 0.8172 0.2080 -0.4805
H 11.01776 26.61338 10.31726 -0.3283 0.1246 -0.0109
H 9.48639 27.00375 10.37199 -0.2916 -0.3668 0.1726
O 8.89483 25.46621 7.79423 -0.5500 -0.9326 0.7513
H 9.16744 24.82974 8.47563 0.3768 0.3887 0.3140
H 8.07546 25.02210 7.55456 -0.3619 0.2679 -0.6663
O 11.27039 24.93376 6.94140 0.3297 0.4641 -1.0692
H 10.30826 25.10739 7.08945 0.7350 -0.2058 -0.8132
H 11.45500 25.03111 5.97339 -0.6157 -0.2307 1.2783
O 7.47382 27.73933 8.90739 0.3144 0.1132 -0.8976
H 6.99124 27.43266 9.65702 -0.6399 -0.2253 1.0481
H 7.07933 27.25936 8.16879 0.1217 0.1821 -0.1573
O 12.55267 29.10226 8.80166 -0.3390 2.4606 -1.2493
H 13.15574 28.47021 8.49535 1.5360 -1.3864 -0.6595
H 12.06185 28.65659 9.44212 -1.3643 -1.1061 1.9370
O 8.40078 30.31718 9.64609 1.0698 -0.8325 0.3418
H 7.68767 30.74125 9.19830 -0.9359 0.3809 -0.3355
H 8.28309 29.35845 9.49697 -0.0805 0.7009 0.0119
O 9.52907 25.63936 4.50140 -0.4463 -0.1733 -0.0565
H 8.59371 25.37449 4.53817 0.5010 0.1202 0.1327
H 9.76914 25.47500 3.58596 0.1971 -0.1047 -0.2231
O 12.62822 25.94227 9.07656 -1.7052 1.1453 0.3276
H 13.50885 25.64888 9.19580 1.2196 -0.6239 -0.1758
H 12.26872 25.73193 8.19742 0.5188 -0.6666 0.0065
O 7.71852 27.56740 5.44978 -1.4342 -1.3487 -1.3571
H 7.85430 28.49545 5.29641 0.3675 1.3265 0.2650
H 7.20387 27.34439 4.62332 0.6183 0.0652 1.3743
O 10.05789 31.55974 7.47517 -0.4219 1.6711 -1.0124
H 9.61982 32.44001 7.40978 0.5804 -0.6673 -0.5109
H 10.02931 31.46533 8.41034 0.1829 -0.8245 1.6754



35
Properties=species:S:1:pos:R:3:forces:R:3 method="wB97M-V/def2-TZVPD" total_charge=0 smiles=c1cc2cc3c(cc2o1)OC[C@@H]1c2cc4c(cc2O[C@@H]31)OCO4 lumo_energy_ev=0.8 orbital_gap_ev=8.64
C 0.40152 6.08582 -1.67550 1.3429 -1.5431 -1.1802
C 1.18851 4.98534 -1.88081 -0.0510 0.3345 0.2789
C 0.57758 3.88505 -1.13938 -0.0282 1.4609 0.3197
C 0.95201 2.58590 -0.81974 -0.1244 -0.4388 -0.1760
C 0.13386 1.77825 -0.03950 1.1572 1.0670 -1.0792
C -1.04368 2.31116 0.51996 -0.1600 -0.0155 -0.5544
C -1.38675 3.64757 0.25258 -0.6567 0.6196 -0.0025
C -0.57952 4.45784 -0.54993 1.4378 -1.8165 -0.7073
O -0.70250 5.76460 -0.93647 -0.5787 0.2985 0.7262
O -1.92865 1.52559 1.23887 -0.2878 0.7901 0.3630
C -1.69431 0.12999 1.44307 -0.2373 -0.8659 -2.0229
C -0.84984 -0.36049 0.23763 -0.5753 -1.0265 1.6337
C -0.33857 -1.77744 0.23343 -1.3915 -0.4861 0.6660
C -1.00376 -2.94477 0.58992 1.0411 -2.1218 -0.0733
C -0.26385 -4.18744 0.54050 -0.3986 2.5665 -0.2934
C 1.05114 -4.16788 0.13764 -0.0596 1.4726 -0.3146
C 1.65949 -2.96846 -0.25465 1.6301 0.0454 -0.2805
C 0.97691 -1.75154 -0.17154 -1.0863 -1.9907 0.5546
O 1.39282 -0.49700 -0.39977 1.2245 1.9821 -0.7376
C 0.45262 0.36937 0.28934 -0.2561 -0.2572 0.8650
O 1.60226 -5.43091 0.20908 0.1988 0.7679 0.0242
C 0.53379 -6.27830 0.55663 -0.5284 0.0105 0.6236
O -0.61146 -5.45258 0.86357 -0.3986 -0.8715 0.0488
H 0.57431 7.06588 -2.14528 -0.8022 -0.4486 0.7735
H 2.11848 4.95503 -2.46103 -0.5618 0.0804 0.3486
H 1.87230 2.14649 -1.19426 -0.1032 0.1390 -0.1007
H -2.31976 4.08704 0.57367 -0.1540 -0.3217 0.4424
H -1.22458 -0.08978 2.38952 0.3989 0.2203 0.3494
H -2.66249 -0.42695 1.43400 0.4301 0.8710 0.0380
H -1.39962 -0.13290 -0.66600 -0.1526 0.1111 -0.3937
H -2.03582 -2.93449 0.89858 -0.1486 -0.0405 0.0716
H 2.70047 -2.97166 -0.58402 -0.2339 -0.0808 0.1300
H 0.77339 0.43381 1.33545 0.2729 -0.5838 0.1182
H 0.72801 -6.89003 1.43595 0.3748 0.2266 0.2127
H 0.35568 -6.95209 -0.26149 -0.5344 -0.1551 -0.6718



118
Properties=species:S:1:pos:R:3:forces:R:3 method="wB97M-V/def2-TZVPD" total_charge=+2 lumo_energy_ev="-6.3 / -6.3" orbital_gap_ev="4.20 / 4.20"
Ce 1.12276 -0.75220 0.06577 9.8921 -6.5251 0.0793
F -0.57330 -0.09473 0.25614 -8.4518 3.6913 1.1547
Ge -2.16018 0.55261 0.42926 -4.8613 1.6063 0.6585
C -3.23085 -0.80576 1.29198 0.4372 -0.8948 0.2985
C -4.58091 -0.53813 1.56080 0.0905 -0.4644 0.1267
C -5.38646 -1.49858 2.17347 0.3606 0.1269 -0.1510
C -4.85341 -2.73822 2.52109 0.4376 0.1839 -0.2003
C -3.51250 -3.01999 2.25872 -0.2881 0.5204 -0.1320
C -2.68198 -2.06029 1.64891 -0.2672 0.2900 0.1334
P -0.89960 -2.48057 1.28836 -1.6957 -2.5699 0.7831
C -1.30902 -4.05817 0.39420 0.2443 -0.4892 0.1062
C -1.01922 -5.33799 0.90229 -0.3049 0.0387 -0.6793
C -1.36610 -6.48038 0.17307 -0.1250 0.4568 -0.2567
C -2.00491 -6.35881 -1.06283 0.1179 0.2752 0.2436
C -2.30320 -5.09376 -1.57088 0.1689 0.0967 0.4521
C -1.95878 -3.95074 -0.84540 0.1848 -0.5350 0.2223
C -0.27006 -3.04203 2.94601 -0.5121 -0.0269 0.2510
C -0.94792 -2.75541 4.14613 0.5528 -0.2635 -0.2028
C -0.42386 -3.17656 5.37172 0.3942 -0.1278 -0.3241
C 0.78338 -3.87661 5.41510 -0.2709 0.2173 -0.2913
C 1.47432 -4.14813 4.23258 -0.4510 0.2456 -0.2230
C 0.95445 -3.72679 3.00526 -0.2017 -0.3407 0.5903
C -1.98677 2.12441 1.55389 1.0700 0.3421 0.1813
C -3.14891 2.84379 1.86614 0.4720 0.0653 0.1813
C -3.08780 3.97537 2.67704 0.1907 -0.2209 -0.1229
C -1.86429 4.40281 3.18444 0.0963 -0.4039 -0.2512
C -0.69655 3.70122 2.88320 -0.4900 -0.2747 -0.2742
C -0.73083 2.55470 2.06677 -0.5244 -0.0694 -0.4380
P 0.83827 1.61437 1.65506 1.2523 1.9761 4.0791
C 1.95944 2.92568 0.97522 2.3613 0.8079 3.7806
C 3.32731 2.63665 0.85687 -0.5581 1.2234 0.5120
C 4.21057 3.58787 0.33868 -0.5852 0.5889 -0.2257
C 3.73340 4.83404 -0.07310 0.2339 -0.4730 -0.0239
C 2.37174 5.12784 0.02893 -0.1071 -0.4417 0.4022
C 1.48535 4.17900 0.54783 1.5998 4.2698 3.8129
C 1.59424 1.34326 3.32403 0.1414 -0.1473 0.0209
C 1.61362 0.03352 3.81967 -0.1199 0.3199 0.5754
C 2.18501 -0.24901 5.06287 0.0552 0.6019 -0.0361
C 2.74977 0.77862 5.82051 -0.1877 -0.0525 -0.4453
C 2.74902 2.08719 5.33069 -0.2792 -0.2534 -0.4391
C 2.17789 2.37164 4.08535 0.1170 -0.4247 0.3401
C -2.77705 0.93491 -1.36725 0.7597 -0.2224 -0.8091
C -4.05745 1.48453 -1.52013 0.3669 -0.0752 -0.3518
C -4.54301 1.81135 -2.78457 0.2611 -0.1124 0.0847
C -3.74891 1.60597 -3.90917 0.2174 -0.1278 0.3584
C -2.47229 1.05873 -3.77607 -0.4227 0.1287 0.5620
C -1.96894 0.69268 -2.51431 -0.2751 0.1058 0.1255
P -0.24401 -0.02097 -2.34612 -1.2276 0.1565 -2.9611
C 0.68181 1.22128 -3.35852 -2.3771 -1.8643 -4.6352
C 1.39310 0.88181 -4.52194 -2.3896 0.1978 0.7974
C 2.08344 1.86788 -5.23521 -0.4755 0.7459 -0.2049
C 2.07349 3.19329 -4.79203 -4.6571 2.2296 -4.1266
C 1.37527 3.53554 -3.63181 -4.4310 1.7429 -7.9090
C 0.68437 2.55379 -2.91750 -3.7497 -1.0078 -4.8893
C -0.21761 -1.59296 -3.34080 0.0309 0.3227 -0.1073
C -0.67562 -1.71522 -4.66608 0.2733 -0.8432 0.2767
C -0.60298 -2.94503 -5.32888 0.1262 0.2077 0.5143
C -0.07219 -4.06224 -4.68186 0.0285 0.3633 0.3320
C 0.39076 -3.95073 -3.37081 -0.0110 0.2649 -0.0747
C 0.31867 -2.72353 -2.70631 -0.1850 0.1208 -0.8720
H -5.01819 0.41182 1.29580 -0.0994 0.1342 -0.0315
H -6.42749 -1.28209 2.37572 0.0305 0.0265 -0.0167
H -5.48054 -3.48357 2.99272 0.0280 0.0023 -0.0119
H -3.11973 -3.99019 2.53364 0.0942 0.0025 -0.0538
H -0.53676 -5.47494 1.85472 0.0849 0.1419 0.1846
H -1.14054 -7.46251 0.56846 -0.0015 0.0388 0.0238
H -2.27204 -7.24447 -1.62469 -0.0009 0.0136 0.0150
H -2.80086 -4.99718 -2.52729 -0.0122 0.0225 0.0133
H -2.19898 -2.97541 -1.25082 -0.0510 0.0958 -0.0348
H -1.87374 -2.20137 4.15259 -0.0948 0.0325 -0.1122
H -0.95260 -2.95508 6.28977 -0.0147 0.0109 -0.0369
H 1.18715 -4.20062 6.36549 -0.0118 -0.0152 -0.0076
H 2.41475 -4.68253 4.26694 -0.0166 -0.0047 -0.0406
H 1.50333 -3.93888 2.09643 -0.0468 -0.0513 0.1188
H -4.10899 2.53219 1.48427 -0.1214 -0.0490 -0.0380
H -3.99176 4.52256 2.91176 0.0104 -0.0334 -0.0202
H -1.81890 5.28376 3.81176 0.0454 -0.0406 -0.0089
H 0.22613 4.07310 3.28596 0.3122 -0.0334 0.0676
H 3.70967 1.67331 1.17004 -0.4650 1.7832 0.2480
H 5.26493 3.35792 0.25525 0.0042 -0.0284 0.0236
H 4.41753 5.56992 -0.47541 -0.0120 0.0113 0.0464
H 2.00161 6.09105 -0.29758 -0.0693 -0.0088 0.0322
H 0.43755 4.43197 0.59974 -0.0951 -0.0201 0.1909
H 1.18551 -0.76745 3.23730 0.0762 0.1373 0.4024
H 2.19294 -1.26422 5.43660 -0.0487 -0.0136 -0.0580
H 3.19481 0.55937 6.78240 0.0025 0.0288 -0.0115
H 3.19769 2.88100 5.91343 -0.0220 0.0197 -0.0462
H 2.21431 3.38663 3.72284 0.0338 0.1207 -0.1138
H -4.68309 1.67027 -0.66015 -0.0811 0.0149 0.1004
H -5.53155 2.23918 -2.89104 0.0185 -0.0247 0.0269
H -4.12011 1.87994 -4.88839 0.0377 -0.0206 0.0153
H -1.88174 0.95030 -4.66643 0.2669 -0.0684 -0.1418
H 1.42993 -0.13366 -4.88263 -0.0841 -0.1365 0.1578
H 2.62995 1.60337 -6.13113 0.0479 0.0503 0.0907
H 2.60947 3.95356 -5.34491 -0.0774 -0.0050 -0.0011
H 1.37040 4.56079 -3.28458 -1.2444 0.8573 -0.6786
H 0.14896 2.83144 -2.01776 -1.3270 0.5342 -1.7499
H -1.07714 -0.88491 -5.20889 -0.1409 0.3774 -0.0406
H -0.95588 -3.03060 -6.34859 -0.0046 0.0445 0.0295
H -0.01637 -5.01216 -5.19735 0.0061 0.0153 0.0307
H 0.80511 -4.81469 -2.86737 -0.0328 0.0234 0.0263
H 0.68375 -2.65415 -1.68904 -0.0062 -0.2686 0.1283
I 4.05920 -0.32520 0.83871 1.9175 -2.8268 0.3584
I 6.59883 0.04412 1.50719 -0.0194 0.1372 -0.0837
O 1.43288 -1.65397 1.64833 1.1515 1.3658 -2.2913
N 0.97151 2.48952 -0.85780 -0.8506 -3.9716 -0.2185
C 1.88819 1.94260 -1.75241 1.9225 -2.6033 4.5356
C 2.46766 2.72920 -2.73839 4.3882 0.2145 4.1155
C 3.36248 2.14144 -3.62848 3.9671 -2.2913 -0.1047
C 3.64367 0.78704 -3.50901 0.8687 -0.0482 1.4898
C 3.01263 0.08033 -2.49953 0.2823 -1.2968 -0.4589
N 2.14370 0.63053 -1.62200 1.5532 1.5809 0.6869
H 1.36178 3.28869 -0.37344 -0.5490 -1.1994 -2.4948
H 0.71888 1.74427 -0.21325 -0.0455 0.6935 -0.5826
H 2.21786 3.78082 -2.82273 5.1285 1.2422 4.6071
H 3.82654 2.73440 -4.41083 1.2283 -0.0692 1.3013
H 4.33002 0.29319 -4.18709 -0.0341 0.0646 0.1479
H 3.19168 -0.98261 -2.36531 0.1211 0.0108 -0.1049